[1]
{"formula": "C18H21N3O4", "method": "ωB97M-V with the def2-TZVPD basis set", "spin_multiplicity": 1, "lumo_energy_ev": 0.54, "homo_lumo_gap_ha": 0.3440, "smiles": "C/C(NC[C@H]1CCCO1)=C1\\C(=O)NC(=O)N(c2ccccc2C)C1=O", "de_lowest_kj_mol": 0.0, "e_tot_ev": -31669.38231, "species": ["O", "O", "O", "O", "N", "N", "N", "C", "C", "C", "C", "C", "C", "C", "C", "C", "C", "C", "C", "C", "C", "C", "C", "C", "C", "H", "H", "H", "H", "H", "H", "H", "H", "H", "H", "H", "H", "H", "H", "H", "H", "H", "H", "H", "H", "H"], "positions_angstrom": [[3.4276, -2.4920, -0.7276], [0.4314, 0.3637, 1.0702], [-3.7320, 0.4384, -0.8016], [-0.7386, -4.0661, -0.1757], [1.3002, -3.2049, -0.4287], [-2.0145, -0.2997, 1.3589], [1.9001, -1.0720, 0.1865], [4.4735, 1.1045, 1.7139], [-0.4082, -1.7761, 0.4577], [2.3007, -2.2740, -0.3546], [2.5872, 0.5156, -2.0991], [3.5051, 0.1288, 1.5600], [0.6195, -0.7690, 0.6120], [-1.8980, 1.8990, -1.0409], [-2.9089, 1.0337, -1.7890], [-2.8882, -2.3701, 0.4890], [4.2226, 1.7016, -0.5955], [2.9032, -0.0518, 0.3273], [-2.7216, 2.3682, 0.1586], [-3.3060, 0.2891, 1.5689], [-1.7457, -1.4576, 0.7785], [-0.0335, -3.0816, -0.0518], [3.2459, 0.7308, -0.7719], [4.8322, 1.8891, 0.6322], [-3.7058, 1.2082, 0.3905], [-1.1929, 0.3126, 1.4711], [3.2112, -0.4948, 2.3911], [-1.0466, 1.3058, -0.7104], [4.9463, 1.2475, 2.6736], [-2.1062, 2.5652, 1.0331], [-2.5488, -3.2789, 0.0073], [-4.7194, 1.5815, 0.5949], [-3.2702, 0.8867, 2.4832], [2.8825, -0.4523, -2.5043], [-4.0665, -0.4839, 1.6807], [-2.4539, 0.2301, -2.3713], [5.5895, 2.6508, 0.7443], [4.5075, 2.3183, -1.4357], [-3.5286, 1.6499, -2.4560], [1.5020, 0.5232, -1.9973], [-1.5349, 2.7231, -1.6499], [-3.5987, -1.8536, -0.1543], [-3.2719, 3.2754, -0.0920], [1.5631, -4.1148, -0.7904], [-3.3903, -2.6380, 1.4179], [2.8785, 1.2903, -2.8032]], "forces_ev_per_angstrom": [[0.2, 0.0, -0.1], [0.1, 0.0, 0.0], [-0.1, -0.1, 0.2], [0.0, -0.2, -0.1], [0.0, -0.4, -0.2], [0.4, 0.2, 0.0], [0.5, 0.4, 0.1], [0.0, 0.0, 0.1], [0.0, 0.2, 0.0], [-0.1, -0.3, -0.1], [0.0, -0.1, 0.1], [0.0, 0.0, -0.2], [-0.4, 0.0, 0.0], [-0.1, -0.2, -0.1], [0.2, 0.2, -0.3], [-0.1, -0.2, -0.2], [0.0, 0.0, 0.0], [0.3, 0.2, 0.0], [-0.1, -0.1, -0.2], [-0.6, 0.2, -0.4], [0.1, 0.1, 0.1], [0.1, 0.0, 0.0], [-0.1, -0.1, 0.1], [0.0, 0.0, 0.0], [-0.1, 0.0, 0.5], [-0.1, -0.3, 0.0], [0.0, -0.1, 0.1], [0.0, 0.0, 0.0], [0.0, 0.0, 0.1], [0.0, 0.1, 0.1], [-0.1, 0.1, 0.1], [0.1, 0.0, 0.0], [-0.1, -0.1, 0.0], [0.0, -0.1, -0.1], [0.1, 0.1, 0.1], [0.0, 0.1, 0.0], [0.1, 0.1, 0.0], [0.0, 0.1, -0.1], [0.1, -0.1, 0.0], [-0.1, 0.0, -0.1], [0.1, 0.0, 0.0], [0.0, 0.1, 0.1], [0.0, 0.0, 0.1], [0.0, 0.2, 0.1], [-0.1, 0.0, 0.1], [0.0, 0.0, -0.1]], "mulliken_charge": [-0.6184, -0.8923, -0.4846, -0.7351, -0.0367, -0.0515, 0.4005, -0.8951, -0.2968, 0.4494, -1.2934, -0.0288, 1.3890, 0.2105, -0.6118, -1.9216, -1.0035, -0.4190, -1.0699, -1.4749, 0.7252, 0.4856, 1.1292, -0.5281, 0.4884, 0.3781, 0.4666, -0.3830, 0.4012, 0.3493, 0.4159, 0.4257, 0.4023, 0.2685, 0.4684, 0.3481, 0.4041, 0.3841, 0.3073, 0.1689, 0.5127, 0.3624, 0.3240, 0.2555, 0.3837, 0.4400]}

---

[2]
{"formula": "C25H50F3N5O7P2", "method": "ωB97M-V with the def2-TZVPD basis set", "spin_multiplicity": 1, "lumo_energy_ev": -2.06, "homo_lumo_gap_ha": 0.1431, "e_tot_ev": -75229.82798, "species": ["P", "P", "F", "F", "F", "O", "O", "O", "O", "O", "O", "O", "N", "N", "N", "N", "N", "C", "C", "C", "C", "C", "C", "C", "C", "C", "C", "C", "C", "C", "C", "C", "C", "C", "C", "C", "C", "C", "C", "C", "C", "C", "H", "H", "H", "H", "H", "H", "H", "H", "H", "H", "H", "H", "H", "H", "H", "H", "H", "H", "H", "H", "H", "H", "H", "H", "H", "H", "H", "H", "H", "H", "H", "H", "H", "H", "H", "H", "H", "H", "H", "H", "H", "H", "H", "H", "H", "H", "H", "H", "H", "H"], "positions_angstrom": [[1.8169, -1.3307, 2.5294], [2.7837, -0.1388, -0.8618], [3.9482, -7.2313, -2.1411], [3.6240, -5.1128, -3.4197], [5.7296, -5.5244, -2.1814], [0.2804, 8.2079, -0.8280], [1.1481, 7.6387, 1.0567], [-5.0480, 5.3066, -1.0394], [2.8539, -2.7609, 2.3116], [3.6650, 1.3294, -0.5613], [2.7869, -0.3605, -2.6252], [0.2936, 9.5982, 0.8139], [3.6552, -1.3736, -0.2913], [0.5741, 8.4816, 0.3476], [0.6274, -2.7377, 0.5047], [0.0370, -1.8675, -1.9566], [1.2934, -3.9395, -1.6299], [-0.0179, -4.6827, 2.2177], [-2.4894, -1.4636, -0.6190], [4.2587, -5.7602, -2.2410], [-1.3365, 4.8170, -2.2439], [0.6985, -1.2904, 0.9900], [-0.4279, 5.1111, -0.9121], [3.6181, -5.0195, -0.8988], [-1.6078, -0.1559, -1.1375], [-0.6976, -4.6619, 3.6951], [0.9961, -0.1639, -0.1455], [-3.5584, -1.1805, 0.3759], [-0.1722, 3.8190, 0.0629], [-0.4784, -3.5223, 1.1687], [-0.4244, -3.2795, 4.5701], [-0.0264, -0.4655, -1.3962], [0.6565, -2.8666, -0.9908], [0.0783, -5.8660, 4.5610], [-5.2446, 4.5274, -2.2722], [-3.8580, 4.1358, -3.0564], [1.9668, -5.0955, -0.9487], [-2.5893, 3.7841, -2.0232], [0.5121, 2.5135, -0.7311], [0.6776, 1.3497, 0.4051], [-4.5386, 6.6723, -1.3401], [3.0620, 0.0929, 2.6692], [-1.0500, -4.0827, 0.2807], [2.5248, 1.1218, 2.9504], [0.4268, 4.0976, 1.0362], [3.1732, -2.9363, 3.2664], [4.5263, -1.0719, 0.1944], [-1.8463, -4.9895, 3.7179], [-1.3008, -2.8940, 1.7111], [-1.0849, -3.2402, 5.5481], [-3.5995, 5.0066, -3.8063], [-1.8229, 5.8650, -2.5453], [4.0322, -3.9394, -0.7341], [-0.9682, 5.9651, -0.3025], [-2.9832, 3.6978, -0.9245], [-2.2169, 2.7086, -2.3854], [-3.4969, 6.7508, -0.7633], [-2.0619, 0.0969, -2.2144], [1.5396, 2.9193, -1.1510], [-0.3716, -0.9702, 1.4209], [-5.9110, 5.1975, -2.9939], [3.4297, 1.7663, 0.3061], [-0.2928, -5.7378, 1.7295], [1.6134, -5.3625, 0.1231], [1.1636, -4.7392, 2.3745], [-0.6156, -2.3865, 3.8309], [3.7315, -0.1474, 3.6289], [3.0781, 0.5064, -3.0315], [1.4410, 1.7705, 1.1854], [-2.2956, -2.5754, -0.9570], [0.6803, -1.8821, -2.7852], [-3.9021, -1.9782, 1.1582], [-0.3546, 1.2673, 1.0012], [0.7391, -3.3017, 4.8244], [3.9411, -5.7146, 0.0154], [-5.2599, 7.4836, -0.8829], [-0.6415, 4.5345, -3.1688], [-0.2579, -5.9092, 5.6804], [0.2852, 0.2443, -2.3062], [-5.9296, 3.5967, -2.0008], [1.2413, -5.6040, 4.5013], [-4.3961, 6.8680, -2.4859], [-0.0182, -6.9080, 3.9919], [-4.1242, 3.1978, -3.7448], [-0.2269, 2.2803, -1.6048], [-1.8690, 0.7616, -0.4717], [3.8212, 0.2227, 1.7942], [1.2865, -3.9908, -2.6943], [-1.2294, 3.4441, 0.4136], [-4.0033, -0.0765, 0.3866], [0.5961, 5.5896, -1.2841], [1.7331, -6.0563, -1.6206]], "forces_ev_per_angstrom": [[1.3, -1.1, 1.4], [4.1, -1.8, 0.3], [1.3, 4.7, -1.2], [2.3, -2.6, 2.9], [-4.8, -1.3, -1.1], [-0.2, -0.3, -0.7], [0.3, -0.7, 0.3], [0.3, 0.5, -2.2], [-0.5, 1.7, 2.0], [-2.4, -1.5, 0.0], [-0.3, 2.5, 2.7], [-0.1, 0.1, 0.1], [-1.5, 2.2, -0.3], [-0.1, 0.6, 0.3], [-1.0, 1.0, -3.4], [3.9, -1.8, 2.9], [-1.5, 1.7, 1.7], [0.5, -1.2, 0.1], [-2.5, 1.5, 3.3], [-0.1, 1.1, 2.0], [-0.4, 1.0, 0.1], [-0.3, 1.2, -0.9], [0.4, 0.5, -0.1], [0.0, -1.2, 0.1], [-1.9, -0.9, -1.4], [0.4, -1.1, 1.8], [-1.2, 0.4, -1.1], [3.0, -0.3, -2.6], [-0.7, -0.4, -0.4], [-1.6, -2.4, -0.2], [0.3, -0.8, -1.3], [-0.9, 1.8, -0.8], [0.3, -0.1, -1.3], [0.8, 0.2, -1.3], [-0.9, 0.5, -0.5], [-0.5, -0.4, 0.0], [1.3, -2.2, -0.4], [0.0, -0.8, -1.6], [-0.2, 1.7, 0.8], [-1.1, 0.4, 0.2], [0.8, 0.3, 0.9], [1.3, 1.2, 0.5], [1.1, 1.2, 2.0], [1.0, -2.3, -0.7], [-1.0, -0.4, -2.1], [-0.8, 0.3, -2.1], [-0.9, -0.4, -0.8], [2.4, 1.1, -0.4], [1.8, -0.6, -1.3], [1.4, 0.0, -2.2], [-0.3, -1.7, 1.7], [1.2, -2.2, 0.7], [-0.8, -2.0, -0.6], [1.3, -1.8, -1.1], [0.8, 0.4, -2.1], [-0.8, 2.1, 1.0], [-2.2, 0.1, -1.5], [1.2, -0.4, 2.2], [-2.0, -1.2, 0.7], [2.2, -0.7, -1.0], [1.3, -1.4, 1.2], [0.1, -0.7, -1.3], [0.5, 2.2, 1.1], [0.2, 1.1, -2.0], [-2.5, 0.6, -0.4], [0.3, -1.4, 1.9], [-1.6, 0.3, -2.0], [-0.5, -1.2, 0.4], [-1.3, -1.2, -1.5], [0.0, 2.6, 0.9], [-0.9, 0.2, 0.8], [0.1, 1.5, -2.1], [2.2, 0.2, -1.3], [-2.6, 0.3, -0.4], [-0.6, 1.6, -2.1], [1.3, -1.7, -1.0], [-1.6, 0.2, 2.0], [0.6, 0.0, -2.3], [-0.6, -1.6, 2.2], [1.8, 1.8, -0.4], [-2.4, -0.5, 0.4], [-0.3, -0.5, 2.2], [0.0, 2.1, 1.5], [0.6, 2.0, 1.5], [1.5, 0.1, 1.6], [0.8, -1.8, -1.1], [-1.5, -0.1, 1.6], [-0.1, 0.3, 2.1], [1.9, 0.7, -0.5], [1.3, -2.5, 0.5], [-2.2, -1.0, 1.1], [0.3, 2.2, 1.5]], "mulliken_charge": [0.0964, 0.2408, -0.2512, -0.2508, -0.2313, -0.6263, -0.6496, -0.3915, -0.4764, -0.5407, -0.5626, -0.6694, -0.5211, 0.9773, 1.1597, -0.2689, -0.0035, -0.5726, -0.1747, 0.8002, -0.8387, -1.1630, -0.3547, -0.5859, -0.5368, -0.0353, 1.2358, -0.7251, -0.7203, -0.5258, -0.5651, -0.8247, -0.6995, -1.0819, -0.4600, -0.7086, -0.2915, 0.5024, 0.3351, -1.0080, -0.4320, -0.7449, 0.3246, 0.3006, 0.3214, 0.3041, 0.2661, 0.2623, 0.1809, 0.3862, 0.3067, 0.3940, 0.1662, 0.0205, 0.2955, -0.3760, 0.0938, 0.3078, 0.2762, 0.5793, 0.3373, 0.4146, 0.3536, -0.1956, 0.1952, 0.1048, 0.3956, 0.3520, 0.3275, 0.3258, 0.5210, 0.2615, 0.2690, 0.1433, 0.3084, 0.2383, 0.2547, 0.3247, 0.7189, 0.2635, 0.2482, 0.2550, 0.3054, 0.3006, -0.1728, 0.1073, 0.1448, 0.3789, 0.1425, 0.2377, 0.3455, 0.5270]}

---

[3]
{"formula": "C3H6N4O", "method": "ωB97M-V with the def2-TZVPD basis set", "spin_multiplicity": 1, "lumo_energy_ev": 0.00, "homo_lumo_gap_ha": 0.3337, "smiles": "[H]/N=c1/ncn(C)n1O", "de_lowest_kj_mol": 733.4, "e_tot_ev": -11209.17505, "species": ["O", "N", "N", "N", "N", "C", "C", "C", "H", "H", "H", "H", "H", "H"], "positions_angstrom": [[-0.5660, 1.2205, 1.3403], [1.1533, -1.1924, -0.4388], [0.2999, -1.4645, 1.6817], [-0.4213, 0.2055, 0.3158], [0.1777, 0.7909, -0.6969], [0.9651, -0.2637, -1.3463], [-1.2870, 0.9345, -1.4398], [0.3225, -0.9272, 0.6406], [0.3231, 1.7296, 1.0479], [-0.4215, -0.8341, 2.2717], [-1.8917, -0.2246, -1.4392], [-1.3209, 1.2857, -2.5360], [-2.2491, 1.5362, -0.9108], [1.6172, -0.0959, -2.3155]], "forces_ev_per_angstrom": [[3.4, 0.3, -1.5], [0.6, 0.1, -3.6], [-2.3, -2.2, 8.8], [-1.0, -0.5, 4.5], [-3.6, 1.6, -7.0], [1.4, -0.1, 2.6], [-3.6, -1.1, -2.1], [0.8, 3.5, -5.2], [-2.7, -0.8, 1.6], [2.0, -2.1, -1.1], [2.5, 3.2, -0.1], [0.7, -0.3, 1.6], [3.6, -1.1, -0.7], [-1.9, -0.4, 2.1]], "mulliken_charge": [-0.4537, -0.5175, -0.5483, 0.1310, -0.3516, 0.0913, -0.7012, 0.4832, 0.4125, 0.3037, 0.2551, 0.3271, 0.2647, 0.3039]}

---

[4]
{"formula": "C30H36N6O", "method": "ωB97M-V with the def2-TZVPD basis set", "spin_multiplicity": 1, "lumo_energy_ev": 0.62, "homo_lumo_gap_ha": 0.2853, "smiles": "CCN1CCN(c2ccc(NC(=O)CCc3c(C)nc4c(-c5ccccc5)c(C)nn4c3C)cc2)CC1", "de_lowest_kj_mol": 7.6, "e_tot_ev": -42683.63216, "species": ["O", "N", "N", "N", "N", "N", "N", "C", "C", "C", "C", "C", "C", "C", "C", "C", "C", "C", "C", "C", "C", "C", "C", "C", "C", "C", "C", "C", "C", "C", "C", "C", "C", "C", "C", "C", "C", "H", "H", "H", "H", "H", "H", "H", "H", "H", "H", "H", "H", "H", "H", "H", "H", "H", "H", "H", "H", "H", "H", "H", "H", "H", "H", "H", "H", "H", "H", "H", "H", "H", "H", "H", "H"], "positions_angstrom": [[3.5348, 3.8705, 0.1835], [1.8714, -0.3484, -1.3122], [2.8451, 1.9428, 1.1902], [3.1521, -1.7865, 0.0698], [-2.7467, 2.3019, 1.3079], [-4.9337, 1.1217, -0.0718], [0.6504, -0.2410, -1.8170], [-5.1554, -0.5634, -1.9560], [4.0719, 0.2456, -0.8108], [-3.5029, 3.0424, 0.3228], [0.6884, 0.9549, 1.5487], [-0.5583, -4.2257, -0.3396], [1.9989, -1.4828, -0.5146], [2.6258, 1.7143, -2.3281], [-5.8176, 0.3750, -0.9408], [1.0400, -3.6576, 1.3557], [-0.0325, -1.2924, -1.3702], [0.7837, 3.2411, 0.8554], [3.7654, 2.7594, 0.6149], [-0.2513, -5.6701, 1.5537], [0.7545, -2.1207, -0.5475], [4.1649, -0.9687, -0.0716], [2.8900, 0.5281, -1.4641], [5.1373, 2.1108, 0.4961], [-0.5923, 3.2919, 0.8718], [-1.3730, 2.1802, 1.2179], [-0.6901, 1.0033, 1.5487], [0.7160, -4.8088, 2.0459], [-4.1517, 0.3284, 0.8550], [5.1912, 1.2490, -0.7857], [0.4006, -3.3433, 0.1558], [-4.0857, 2.0915, -0.7327], [-3.5711, 1.2794, 1.9080], [5.4394, -1.4006, 0.5842], [-0.8808, -5.3760, 0.3564], [1.4451, 2.0679, 1.2002], [-1.4667, -1.4318, -1.7324], [-0.5067, -6.5690, 2.0956], [-1.2277, 0.1028, 1.8003], [5.3465, 1.5027, 1.3770], [3.3196, 1.7379, -3.1674], [5.1157, 1.9110, -1.6476], [-5.9220, -1.0507, -2.5528], [-3.3248, -0.2053, 0.3564], [-1.8656, -0.4500, -1.9750], [-6.4818, -0.2079, -0.2952], [1.7993, -2.9913, 1.7345], [5.7703, -0.6859, 1.3352], [-4.3276, 3.5524, 0.8324], [-4.5739, -1.3308, -1.4517], [-1.0341, -4.0275, -1.2872], [-4.5010, -0.0098, -2.6249], [-6.4303, 1.1066, -1.4765], [5.2754, -2.3637, 1.0591], [-2.8758, 3.7833, -0.1679], [-4.4075, 1.7888, 2.4011], [-4.8056, -0.4034, 1.3345], [1.3533, 4.1143, 0.5855], [-1.0683, 4.2305, 0.6349], [6.1574, 0.7444, -0.8278], [3.1711, 1.0417, 1.5132], [6.2302, -1.5023, -0.1574], [1.1829, 0.0284, 1.8108], [1.2190, -5.0374, 2.9747], [5.8877, 2.8982, 0.4246], [1.6084, 1.6460, -2.7037], [-1.5844, -2.0698, -2.6086], [-4.6874, 2.6595, -1.4455], [-2.0239, -1.8693, -0.9065], [-3.0077, 0.7355, 2.6648], [-1.6250, -6.0510, -0.0423], [-3.2470, 1.6186, -1.2752], [2.7343, 2.6407, -1.7688]], "forces_ev_per_angstrom": [[-0.1, 0.3, -0.2], [0.3, -0.8, 0.7], [0.0, -0.2, 0.4], [0.4, -0.3, 0.4], [-0.4, 0.1, 0.1], [0.0, 0.1, 0.1], [-0.8, 0.4, -0.6], [-0.1, 0.2, 0.2], [-0.2, -0.2, -0.4], [0.0, 0.0, -0.4], [0.2, 0.2, 0.0], [0.1, 0.0, 0.0], [-0.7, 0.2, -0.5], [-0.2, 0.0, 0.0], [0.0, -0.1, -0.2], [-0.1, 0.0, 0.0], [0.4, 0.0, 0.2], [0.2, 0.1, -0.1], [0.5, -0.3, 0.3], [0.0, -0.1, 0.0], [0.3, 0.4, -0.1], [-0.2, 0.1, -0.1], [0.5, 0.1, 0.0], [0.0, 0.2, -0.2], [-0.2, -0.2, 0.0], [0.5, 0.1, 0.1], [-0.2, 0.0, 0.0], [0.0, -0.1, 0.1], [0.0, 0.2, 0.3], [-0.1, 0.0, 0.1], [0.0, -0.2, 0.1], [0.0, 0.3, 0.2], [0.0, -0.3, 0.0], [0.0, 0.0, 0.0], [-0.1, -0.1, 0.0], [-0.3, 0.0, 0.0], [0.1, 0.1, -0.1], [0.0, -0.1, 0.0], [-0.1, -0.1, 0.0], [0.0, 0.0, 0.0], [0.1, 0.0, 0.0], [0.1, 0.0, 0.0], [0.0, -0.1, -0.1], [0.0, 0.0, 0.0], [-0.1, 0.0, 0.0], [-0.1, 0.1, -0.1], [0.0, 0.0, 0.1], [0.1, 0.1, 0.1], [0.0, 0.0, -0.1], [0.1, -0.1, 0.0], [0.0, 0.0, -0.1], [0.1, 0.0, -0.1], [-0.1, -0.1, 0.0], [0.0, 0.0, 0.0], [0.0, 0.0, 0.1], [0.0, -0.1, 0.0], [0.0, 0.0, 0.0], [0.0, 0.0, 0.0], [-0.1, 0.1, 0.0], [0.0, 0.1, -0.1], [0.0, 0.2, -0.1], [0.1, 0.0, 0.0], [0.0, -0.1, 0.0], [0.0, 0.0, 0.1], [-0.1, 0.0, 0.1], [0.0, 0.1, 0.0], [-0.1, -0.1, 0.0], [0.0, 0.0, 0.0], [-0.1, 0.0, 0.0], [0.0, 0.0, 0.0], [0.0, 0.0, 0.0], [0.0, 0.0, 0.0], [0.0, 0.1, 0.0]], "mulliken_charge": [-0.6501, 1.2041, -0.0667, -0.5516, 0.0679, -0.0396, -1.6362, -0.9186, -0.0522, -1.2275, -1.0110, -0.3685, -0.3322, -1.5371, -0.8420, -0.5608, 0.7732, -0.9397, 0.2347, -0.4223, 0.2690, 1.6356, 1.0805, -0.6734, -0.4672, 1.1852, -0.2019, -0.7415, 0.2772, -1.4939, 0.5277, -0.3143, -1.5174, -1.4631, -0.7230, 0.1972, -1.4093, 0.3861, 0.2142, 0.3183, 0.3814, 0.3895, 0.4749, -0.3337, 0.2659, 0.4221, 0.3745, 0.2550, 0.3529, 0.1925, 0.4176, 0.2570, 0.4041, 0.4040, 0.4137, 0.3770, 0.5608, 0.5112, 0.4630, 0.4436, 0.2605, 0.3754, 0.3396, 0.3845, 0.4220, 0.2966, 0.3265, 0.5757, 0.4538, 0.6070, 0.3832, 0.0216, 0.3165]}

---

One value per record, in order, for F_max: 0.743, 5.175, 9.409, 1.106 eV/A.